(1)
C18H21ClO4 | wB97M-V/def2-TZVPD

XYZ file:
```
44
Properties=species:S:1:pos:R:3:lowdin_charge:R:1
C 1.36785 2.43127 5.48341 -0.071
C 0.48383 2.56886 4.26478 -0.268
O 0.04930 1.30239 3.83224 -0.023
C -0.55389 1.38116 2.60316 -0.547
C -1.12014 0.18753 2.04468 -0.557
Cl -1.93598 0.34182 0.57203 0.696
C -1.12761 -1.10770 2.66128 -0.549
O -1.67014 -2.04535 2.08762 -0.018
O -0.53452 -1.24733 3.88952 -0.023
C -0.70025 -2.55354 4.38494 -0.269
C 0.16670 -2.76404 5.60557 -0.071
O -0.63479 2.43487 1.98127 -0.015
H 1.64753 3.39080 5.91960 0.071
H 0.84580 1.85430 6.24565 0.072
H 2.27553 1.88068 5.23234 0.074
H -0.41403 3.17132 4.46451 0.127
H 1.00380 3.04170 3.41992 0.119
H -1.76952 -2.68659 4.60383 0.127
H -0.45210 -3.24689 3.56928 0.119
H -0.00307 -3.72575 6.09117 0.071
H 1.22166 -2.68612 5.33941 0.074
H -0.03602 -1.97897 6.33307 0.073
C -1.89507 -0.17400 -3.81481 -0.093
C -2.65397 -1.51895 -3.87157 -0.134
C -1.58251 -2.54628 -4.06628 0.037
C -0.36821 -1.95540 -4.17467 -0.009
C -0.45763 -0.54739 -4.07996 -0.074
C 0.63738 0.35111 -4.17740 -0.162
C 1.96095 -0.11858 -4.33106 0.007
C 3.01060 0.76387 -4.42260 -0.056
C 2.78596 2.12862 -4.36215 -0.039
C 1.49463 2.61020 -4.21587 -0.049
C 0.43374 1.74425 -4.12276 0.012
H -2.26146 0.54355 -4.55687 0.137
H -1.97592 0.31087 -2.83336 0.136
H -3.21775 -1.70598 -2.94903 0.137
H -3.37148 -1.55401 -4.70223 0.131
H -1.74448 -3.60771 -4.12027 0.123
H 0.55139 -2.49427 -4.31439 0.114
H 2.15518 -1.17817 -4.35550 0.108
H 4.01846 0.39542 -4.53646 0.114
H 3.61350 2.81677 -4.43680 0.115
H 1.32511 3.67297 -4.17680 0.115
H -0.56836 2.11870 -4.00841 0.118
```

Summary:
- Kohn-Sham gap (eV) = 2.29
- E_HOMO (eV) = -5.58
- energy above the lowest of the compared OMol25 structures with the same formula, charge and spin (kcal per mole) = 89.0

=====

(2)
C5H10N7 | wB97M-V/def2-TZVPD

XYZ file:
```
22
Properties=species:S:1:pos:R:3:lowdin_charge:R:1
C 0.98006 0.92891 0.30681 -0.075
C 2.22193 0.28660 0.03408 -0.260
C 0.68884 -1.25205 0.12451 -0.369
C 0.13956 2.00087 0.18334 -0.049
C -2.34684 -0.25913 1.19690 0.043
N 1.96919 -1.04370 -0.07610 0.199
N -1.16232 1.70761 0.32372 0.116
N 0.04011 -0.12107 0.51409 0.046
N 3.37238 0.87907 -0.21209 0.250
N 0.08367 -2.42321 -0.11667 0.230
N -1.35217 -0.12401 -1.57384 0.115
N -1.20893 0.36102 0.46467 -0.213
H 0.40560 3.06935 0.09134 0.142
H -2.42421 -1.22979 0.78410 0.062
H -2.25726 -0.36057 2.24972 0.082
H -3.23691 0.50421 1.12157 0.153
H 3.57863 1.82162 -0.23314 0.112
H 3.98672 0.39134 -0.74469 0.095
H 0.68301 -3.20927 -0.18965 0.121
H -0.84846 -2.40832 -0.45365 0.090
H -2.32859 -0.34990 -1.94319 0.059
H -0.98404 0.83043 -1.85183 0.047
```

Summary:
- Kohn-Sham gap (alpha / beta) (eV) = 7.44 / 7.66
- net charge = +1
- E_HOMO (alpha / beta) (eV) = -11.62 / -13.03
- energy above the lowest of the compared OMol25 structures with the same formula, charge and spin (kcal per mole) = 138.9

=====

(3)
C5H8O2S | wB97M-V/def2-TZVPD

XYZ file:
```
16
Properties=species:S:1:pos:R:3:lowdin_charge:R:1
C 0.18140 1.14983 -0.48772 -0.096
C 1.49110 1.38684 -0.43084 -0.159
C -0.28533 -0.18636 0.05580 -0.520
C -0.89351 -1.22350 -0.86930 -0.007
C -1.21317 0.07593 1.25873 -0.030
O 3.19375 -0.51478 -0.81195 -0.481
O 1.03218 -0.87665 0.51796 -0.376
S 2.45917 -0.03731 0.33724 0.918
H -0.53630 1.73163 -0.93800 0.095
H 1.99957 2.39591 -0.63009 0.109
H -0.30385 -1.24851 -1.75524 0.090
H -1.93463 -0.89462 -0.88072 0.085
H -0.83763 -2.09426 -0.24406 0.091
H -0.98222 -0.52690 2.13930 0.081
H -2.30086 -0.21462 1.02635 0.109
H -1.06967 1.07736 1.71254 0.091
```

Summary:
- Kohn-Sham gap (eV) = 10.17
- E_HOMO (eV) = -9.44
- energy above the lowest of the compared OMol25 structures with the same formula, charge and spin (kcal per mole) = 51.8

=====

(4)
C5H14FLiNNbO4S | wB97M-V/def2-TZVPD

XYZ file:
```
28
Properties=species:S:1:pos:R:3:lowdin_charge:R:1
C 0.50946 1.46430 -2.71524 -0.144
N -0.63079 0.65364 -2.26462 -0.276
C -1.98916 1.21108 -2.31225 -0.129
C -0.42733 -0.75183 -1.88713 -0.368
O 0.02704 -1.71931 -2.72470 -0.089
C -0.76952 -1.27244 -0.33792 -0.294
Nb 0.34026 0.16600 1.07529 1.506
C 1.69771 -1.53971 1.86123 -0.436
O 1.40095 1.63684 2.22796 -0.494
S -1.27638 -0.21393 2.97166 0.610
O -2.62059 0.54930 2.81526 -0.446
O -1.47249 -1.75820 3.10652 -0.472
F -0.54511 0.35728 4.44551 -0.357
H 0.12121 2.43982 -3.27934 0.104
H 1.17235 1.88655 -1.81572 0.060
H 1.26961 0.95458 -3.47441 0.108
H -2.04616 2.15631 -1.58546 0.091
H -2.87099 0.48112 -2.05480 0.109
H -2.23328 1.64873 -3.39433 0.103
H -1.93995 -1.27097 -0.19060 0.073
H -0.42454 -2.39701 -0.19011 0.068
H -0.71446 1.49697 0.43543 -0.067
H 1.56537 0.38815 -0.27385 -0.054
H 1.06358 -2.37116 2.40888 0.014
H 2.46257 -1.00930 2.58914 -0.001
H 2.35258 -1.97111 0.96688 -0.066
H 2.31318 1.78215 1.81073 0.010
Li 3.66488 -2.99782 1.78599 0.837
```

Summary:
- Kohn-Sham gap (eV) = 5.91
- E_HOMO (eV) = -8.37

=====

(5)
C7H8O2S2 | wB97M-V/def2-TZVPD

XYZ file:
```
19
Properties=species:S:1:pos:R:3:lowdin_charge:R:1
C 2.05960 -1.42466 -1.12059 -0.197
C 1.60924 -0.13209 -1.07666 -0.157
C 2.09441 -2.03304 0.13007 -0.401
C 1.41288 0.43197 0.18854 -0.611
C -1.66454 1.01672 0.11826 -0.313
C -2.96646 -0.82817 0.52566 -0.016
C 1.02110 1.63335 0.73422 -0.575
O -2.51131 1.84452 -0.04989 0.107
O -1.63075 -0.26245 0.34630 -0.056
S 1.45717 -0.95615 1.29570 0.995
S 1.14896 3.24349 0.03475 0.739
H 2.37522 -1.86294 -1.95593 0.059
H 1.65206 0.44979 -2.02324 0.124
H 2.30495 -3.09084 0.50925 0.091
H -2.96931 -1.84920 0.78229 0.075
H -3.59032 -0.64244 -0.34742 0.101
H -3.40879 -0.36602 1.38803 0.089
H 0.69560 1.72622 1.80706 0.079
H 0.91028 3.10195 -1.28640 -0.132
```

Summary:
- Kohn-Sham gap (alpha / beta) (eV) = 6.85 / 7.56
- E_HOMO (alpha / beta) (eV) = -6.85 / -8.11
- energy above the lowest of the compared OMol25 structures with the same formula, charge and spin (kcal per mole) = 58.5

=====

(6)
C4H7NS | wB97M-V/def2-TZVPD

XYZ file:
```
13
Properties=species:S:1:pos:R:3:lowdin_charge:R:1
C -1.63430 -0.22631 -0.43551 -0.086
C -0.42486 -0.00803 0.47216 -0.387
C 0.65291 1.06517 0.07169 -0.129
C 1.60737 -0.08826 0.06598 -0.834
H -2.09893 0.87199 -0.40540 0.113
H -2.46360 -1.04833 -0.09742 0.117
H -1.06814 -0.60236 -1.36766 0.101
H -0.46057 0.07885 1.72194 0.191
H 0.89912 1.89296 0.67420 0.095
H 0.56037 1.28574 -1.01533 0.133
H 0.55313 -1.99958 0.22226 0.096
N 0.59815 -1.05079 0.21691 0.042
S 3.27937 -0.17104 -0.12382 0.547
```

Summary:
- Kohn-Sham gap (eV) = 8.96
- E_HOMO (eV) = -8.28
- energy above the lowest of the compared OMol25 structures with the same formula, charge and spin (kcal per mole) = 53.0
- SMILES string = C[C@@H]1CC(=S)N1

=====

| no. | strongest force on any atom (eV Å⁻¹) |
| --- | --- |
| 1 | 2.694 |
| 2 | 3.552 |
| 3 | 3.282 |
| 4 | 7.841 |
| 5 | 4.109 |
| 6 | 6.113 |